Entry 1:
C34H29AsBrIMnN3O3 as an isolated structure. Source: the Open Molecules 2025 dataset; level of theory: ωB97M-V with the def2-TZVPD basis set.

Its spin multiplicity is 5. As for the total charge: +2. As for the expectation value of S²: 6.06. The HOMO energy (spin up / spin down) comes out at -13.7 / -13.7 eV. The value obtained for the energy above the lowest of the compared OMol25 structures with the same formula, charge and spin is 0.523 eV. The value obtained for the LUMO energy (spin up / spin down) is -7.432 / -6.105 eV.

Structure (XYZ):
```
73
Properties=species:S:1:pos:R:3:forces:R:3
Mn -0.368204 0.556443 -1.327005 0.0 0.8 0.0
C 4.905710 2.074249 -0.816337 0.2 0.2 0.2
N 3.725062 1.285954 -1.138225 -0.1 -0.1 -0.1
C 3.705662 0.130030 -1.877013 -0.1 -0.2 -0.2
C 2.407986 -0.262704 -1.951886 0.2 0.0 0.1
N 1.641707 0.649152 -1.258098 -0.2 -0.2 -0.3
C 2.469754 1.573923 -0.791931 -0.2 0.0 0.2
H 5.775301 1.607755 -1.268661 0.0 0.0 0.0
H 5.054134 2.123502 0.261080 -0.1 -0.1 0.0
H 4.805803 3.085018 -1.206045 0.0 0.0 0.0
H 4.591432 -0.310441 -2.300611 0.0 0.1 0.1
H 1.983051 -1.128290 -2.428067 0.0 0.0 0.0
H 2.182930 2.414285 -0.180728 0.1 0.0 0.0
I -3.142061 -2.419570 -1.978539 0.2 0.3 0.2
C -3.516626 -0.427510 -1.414744 0.2 -0.4 -0.3
C -4.836720 -0.161391 -1.091220 0.0 0.1 0.1
C -5.246919 1.149344 -0.920339 0.0 0.0 0.0
C -4.330137 2.158547 -1.155368 -0.1 0.0 0.0
C -3.036752 1.811620 -1.470137 0.0 0.1 0.1
N -2.585607 0.539410 -1.547199 0.3 0.3 0.1
H -5.539359 -0.976602 -1.004595 0.0 0.0 0.0
H -6.272205 1.371373 -0.656492 0.0 0.0 0.0
H -4.605434 3.201817 -1.104060 0.0 0.0 0.0
H -2.325754 2.589340 -1.693392 -0.2 -0.1 0.0
Br -2.236607 4.630269 1.261965 0.2 -0.1 -0.1
C -0.978633 5.308100 0.010145 0.1 -0.3 -0.2
C -0.845784 6.685247 -0.026944 0.0 -0.1 0.0
C -0.007419 7.276598 -0.959641 0.0 0.0 0.0
C 0.665634 6.502778 -1.890208 0.1 0.1 -0.1
C 0.512593 5.130693 -1.879572 0.0 -0.1 0.0
C -0.279033 4.503006 -0.914573 -0.2 0.2 0.1
C -0.311357 3.024245 -0.932729 0.1 0.1 0.8
O -0.229784 2.396826 -2.055019 -0.2 -0.6 -0.3
O -0.390098 2.323741 0.107294 -0.1 -0.3 -0.2
H -1.404619 7.293904 0.669555 0.0 0.0 0.0
H 0.103819 8.352520 -0.963969 0.0 0.0 0.0
H 1.305502 6.972645 -2.624131 0.0 0.0 0.0
H 1.020423 4.517139 -2.612985 0.0 0.0 0.0
O -0.216528 -1.231298 -0.934370 -0.1 0.1 -0.2
As 0.018397 -2.242067 0.426499 0.1 -0.3 0.7
C 0.098886 -4.077331 -0.130162 -0.1 0.4 0.0
C 0.146889 -5.052051 0.864182 0.0 0.1 0.0
C 0.169157 -6.386808 0.493392 0.0 -0.1 0.0
C 0.162163 -6.735801 -0.851119 0.0 0.0 0.0
C 0.153153 -5.755341 -1.834378 0.0 0.0 0.0
C 0.118127 -4.416583 -1.477506 -0.1 0.2 0.0
C -1.459173 -1.848723 1.599095 0.2 -0.1 -0.3
C -1.765397 -0.508998 1.820882 0.0 0.0 0.0
C -2.842633 -0.176727 2.626195 0.0 0.0 0.0
C -3.605187 -1.182720 3.204307 0.0 0.0 0.0
C -3.303293 -2.516614 2.971384 0.0 -0.1 0.0
C -2.228478 -2.858601 2.164598 0.1 0.0 -0.1
C 1.693769 -1.810789 1.271124 -0.3 -0.1 -0.2
C 1.807237 -0.653186 2.035369 0.0 0.0 0.0
C 3.019207 -0.360437 2.640121 0.0 0.1 0.1
C 4.100317 -1.220430 2.486843 0.0 0.0 0.0
C 3.976562 -2.378826 1.732276 0.0 0.0 0.0
C 2.768704 -2.681233 1.122163 -0.1 0.0 -0.1
H 0.187989 -4.769319 1.909991 0.0 -0.1 0.0
H 0.192139 -7.156769 1.252606 0.0 0.0 0.0
H 0.176814 -7.779593 -1.134228 0.0 0.0 0.0
H 0.170258 -6.033182 -2.879522 0.0 0.0 0.0
H 0.100988 -3.638886 -2.231587 0.0 -0.1 0.0
H -1.171354 0.281956 1.378838 0.0 0.1 0.0
H -3.076952 0.865267 2.800588 0.0 0.0 0.0
H -4.437077 -0.922914 3.845534 0.0 0.0 0.0
H -3.903939 -3.297585 3.417939 0.0 0.0 0.0
H -2.001033 -3.896478 1.961729 -0.1 0.0 0.0
H 0.956094 0.003464 2.173081 0.1 0.0 0.0
H 3.113019 0.524897 3.256599 0.0 0.0 0.0
H 5.040307 -0.996283 2.974180 0.0 0.0 0.0
H 4.815781 -3.053893 1.631987 0.0 0.0 0.0
H 2.657668 -3.589085 0.541784 0.1 0.0 0.0
```
Positions in Å, forces in eV/Å.


Entry 2:
C34H29AsMnN7O7S2 as an isolated structure. Source: the Open Molecules 2025 dataset; level of theory: ωB97M-V with the def2-TZVPD basis set.

Its spin multiplicity is 4. As for the total charge: +1. As for the expectation value of S²: 3.77. The HOMO energy (spin up / spin down) comes out at -10.0 / -10.3 eV. The value obtained for the energy above the lowest of the compared OMol25 structures with the same formula, charge and spin is 0.000 eV. The value obtained for the LUMO energy (spin up / spin down) is -3.450 / -3.447 eV.

Structure (XYZ):
```
81
Properties=species:S:1:pos:R:3:forces:R:3
Mn -0.786535 1.079184 -1.233431 0.2 -0.3 -0.3
C -0.163056 3.628240 4.875519 0.2 0.8 -0.7
C -0.492254 2.211526 4.528905 -0.5 -0.6 -0.3
N 0.335273 1.555205 3.524045 0.6 -0.3 -0.2
C 0.141852 1.685733 2.199187 0.2 -0.9 0.0
S 0.856737 0.486159 1.058813 0.5 0.5 0.4
N -0.565641 2.635187 1.743320 -0.8 0.7 -0.4
N -1.092298 2.525596 0.465646 -0.3 0.1 -0.4
C -1.944952 3.460716 0.152185 0.7 -0.2 0.4
C -2.224666 4.669657 1.020639 -0.1 -0.5 -0.1
C -2.669948 3.236089 -1.127249 -0.5 0.8 0.6
C -3.684563 4.068683 -1.585374 0.4 0.1 0.1
C -4.408987 3.700104 -2.705019 -0.5 0.4 0.1
C -4.102502 2.522275 -3.327288 -0.6 -0.6 -0.4
C -3.087315 1.736590 -2.820093 -0.2 -0.1 -0.7
N -2.387122 2.097492 -1.754982 -0.3 -0.5 -0.3
H -0.673319 3.919342 5.781812 -0.2 0.1 0.3
H -0.487708 4.295932 4.057785 0.2 -0.2 0.4
H 0.901306 3.784710 5.015705 0.2 0.0 0.1
H -1.527729 2.178756 4.189085 0.0 -0.1 -0.2
H -0.443405 1.540988 5.369629 0.1 -0.1 0.6
H 1.172354 1.069540 3.827491 -0.3 0.1 -0.1
H -1.775788 4.561555 2.003436 0.2 -0.1 -0.2
H -3.296411 4.780080 1.182917 -0.1 0.1 -0.2
H -1.832626 5.574375 0.547811 -0.1 -0.1 0.0
H -3.893845 5.007129 -1.109172 0.0 0.2 0.3
H -5.239752 4.309020 -3.064603 0.3 0.0 0.1
H -4.697662 2.169278 -4.167188 0.3 0.1 0.1
H -2.797305 0.827563 -3.333907 -0.1 0.1 0.3
S -1.171536 -1.465759 -0.962037 0.2 0.4 0.3
C 0.438404 -2.203334 -1.002188 -0.5 0.3 0.2
C 0.874653 -2.762613 -2.206656 0.7 -0.4 0.7
C 2.100193 -3.428605 -2.257477 -0.5 0.3 -0.6
C 2.951596 -3.481037 -1.149334 0.3 0.1 -0.4
C 2.563997 -2.909984 0.054708 -0.6 -0.2 -1.0
C 1.292419 -2.331988 0.109837 0.4 0.1 0.5
As 0.788966 -1.578952 1.793723 -0.9 -0.1 -0.2
C -0.953608 -2.237032 2.306099 0.5 -0.4 -0.2
C -1.951236 -1.349436 2.640922 -0.4 0.3 0.2
C -3.244351 -1.831225 2.843195 0.0 0.1 -0.1
C -3.493456 -3.184786 2.712290 -0.2 -0.2 -0.1
C -2.465779 -4.070831 2.379644 -0.9 -1.1 0.1
C -1.187624 -3.623258 2.168785 0.2 1.2 0.0
C 2.022498 -1.840613 3.236842 0.4 0.1 0.3
C 1.511070 -2.374652 4.424903 0.2 0.2 -1.0
C 2.344976 -2.712824 5.470955 0.0 0.3 -0.3
C 3.690386 -2.485587 5.312461 1.2 0.7 -0.3
C 4.234282 -1.865780 4.162910 -0.7 -0.3 0.6
C 3.393914 -1.524607 3.125992 -0.5 0.0 -0.8
H 0.199208 -2.667060 -3.039373 0.1 -0.2 -0.3
H 2.372128 -3.864819 -3.229383 0.2 0.1 0.6
H 3.944300 -3.893095 -1.295875 -0.1 -0.1 0.3
H 3.192020 -2.901407 0.923220 0.3 -0.2 0.2
H -1.761297 -0.279489 2.724350 0.0 -0.2 -0.1
H -4.063023 -1.146618 3.045852 0.2 -0.1 0.1
H -4.506461 -3.572733 2.830866 0.3 0.2 0.0
H -2.717840 -5.144445 2.259497 0.3 0.8 0.1
H -0.406522 -4.289625 1.850272 0.2 -0.2 0.0
H 0.461142 -2.526239 4.503947 -0.7 -0.2 0.1
H 1.906473 -3.106953 6.372409 0.2 -0.1 0.2
H 4.389957 -2.679740 6.105238 0.0 -0.3 0.3
H 5.289742 -1.638645 4.114718 0.0 -0.1 0.0
H 3.773381 -1.035058 2.215196 -0.1 -0.3 0.5
O 4.563040 -0.979989 -6.283928 -0.8 0.0 -0.1
N 3.414125 -0.869441 -6.695069 0.8 0.3 0.3
O 3.051287 -1.096491 -7.825679 0.1 -0.2 -0.2
C 2.388651 -0.380572 -5.771648 0.2 -0.3 0.4
C 2.693186 -0.046360 -4.474083 -0.2 0.1 -0.3
C 1.673064 0.431154 -3.646342 -0.4 -0.3 -0.8
C 0.305471 0.527670 -4.068923 -0.5 0.4 0.9
O -0.675396 0.796748 -3.293694 0.9 -0.3 -0.6
C 0.126762 0.256031 -5.464091 -0.7 0.0 -0.3
C 1.097059 -0.255356 -6.272649 -0.4 0.8 -0.5
N -1.194288 0.574551 -6.079514 -0.3 -0.7 -0.1
O -1.694052 1.642895 -5.763802 0.2 -0.6 -0.3
O -1.681672 -0.249662 -6.855388 0.6 1.1 0.9
N 2.029792 0.824138 -2.344945 0.1 0.0 0.5
O 1.213828 1.482212 -1.650754 0.7 0.0 0.1
O 3.130534 0.554432 -1.933188 0.0 0.2 0.3
H 3.701068 -0.112823 -4.098626 0.1 -0.1 0.0
H 0.912422 -0.407029 -7.339828 0.0 -0.2 0.5
```
Positions in Å, forces in eV/Å.


Entry 3:
C34H29AsN4O4PtS as an isolated structure. Source: the Open Molecules 2025 dataset; level of theory: ωB97M-V with the def2-TZVPD basis set.

As for the total charge: 0. The HOMO energy comes out at -7.6 eV. The value obtained for the energy above the lowest of the compared OMol25 structures with the same formula, charge and spin is 0.005 eV. The value obtained for the LUMO energy is -0.490 eV.

Structure (XYZ):
```
74
Properties=species:S:1:pos:R:3:forces:R:3
Pt -0.479099 -1.178198 -1.308191 -0.1 0.0 0.0
C 3.038769 1.302051 -1.045752 0.0 0.0 0.0
C 1.776951 0.583324 -1.384848 0.0 0.0 0.0
N 1.118800 -0.156699 -0.562083 0.1 0.0 0.1
N 1.500809 -0.270476 0.740031 0.0 0.0 0.0
C 0.703865 -1.075652 1.414174 -0.1 0.1 0.1
N 0.951427 -1.193625 2.734144 0.1 -0.1 0.0
S -0.662401 -1.983232 0.804189 0.0 0.0 0.0
C 1.163772 0.695552 -2.725581 0.0 0.0 0.0
C 1.627374 1.588444 -3.678051 0.0 0.0 0.0
C 0.960106 1.700446 -4.887775 0.0 0.0 0.0
C -0.151298 0.911627 -5.120819 0.0 0.0 0.0
C -0.560543 0.027741 -4.135259 0.0 0.0 0.0
N 0.079196 -0.081508 -2.973533 0.0 0.1 0.0
H 3.281022 1.133961 -0.001063 0.0 0.0 0.0
H 2.932916 2.372736 -1.222171 0.0 0.0 0.0
H 3.860440 0.936800 -1.666618 0.0 0.0 0.0
H 1.794849 -0.790602 3.103034 0.0 0.0 0.0
H 0.456840 -1.884721 3.267927 0.0 0.0 0.0
H 2.488856 2.202954 -3.462102 0.0 0.0 0.0
H 1.303118 2.405021 -5.633802 0.0 0.0 0.0
H -0.702871 0.968526 -6.048270 0.0 0.0 0.0
H -1.419450 -0.618979 -4.258177 0.0 0.0 0.0
O -2.177820 1.710846 0.894750 0.0 -0.1 0.0
C -2.816914 0.810706 1.654843 0.1 0.1 -0.1
O -3.751468 0.163633 1.244121 0.0 0.0 0.0
C -2.260774 0.693825 3.029048 0.0 0.0 0.0
C -1.300771 1.578340 3.499067 0.0 0.0 0.0
C -0.778597 1.461260 4.789702 0.0 0.0 0.0
C -1.256545 0.427331 5.553785 0.0 0.0 0.0
O -0.891769 0.080775 6.823711 0.0 0.0 0.0
C -1.759640 -0.989849 7.202385 0.0 0.0 0.0
O -2.470770 -1.406585 6.041433 0.0 0.0 0.0
C -2.210649 -0.460882 5.081108 0.0 0.0 0.0
C -2.739675 -0.358382 3.825432 0.0 0.0 0.0
H -0.958449 2.372435 2.850741 0.0 0.0 0.0
H -0.035775 2.147359 5.171161 0.0 0.0 0.0
H -2.465065 -0.633679 7.958081 0.0 0.0 0.0
H -1.162920 -1.819632 7.580081 0.0 0.0 0.0
H -3.479141 -1.044803 3.439381 0.0 0.0 0.0
C -6.336902 4.232253 -1.470213 0.0 0.0 0.0
C -6.256187 2.975237 -2.047862 0.0 0.0 0.0
C -5.120336 2.197310 -1.853866 0.0 0.0 0.0
C -4.060264 2.685425 -1.099618 0.0 0.0 0.1
C -4.146221 3.949204 -0.520968 0.0 0.0 0.0
C -5.284161 4.717951 -0.701511 0.0 0.0 0.0
As -2.505015 1.530542 -0.914261 0.0 0.0 -0.2
C -1.175176 2.907797 -1.325932 0.1 -0.1 0.1
C -0.057287 3.111993 -0.520033 0.0 0.0 -0.1
C 0.889983 4.065704 -0.872291 0.0 0.0 0.0
C 0.750295 4.796989 -2.044045 0.0 0.0 0.0
C -0.347687 4.577065 -2.864328 0.0 0.0 0.0
C -1.305526 3.640567 -2.503039 0.0 0.0 0.0
C -2.028422 -2.188168 -2.140830 0.1 0.0 0.0
C -1.816367 -3.008009 -3.256582 0.0 0.0 0.0
C -2.862495 -3.664677 -3.895716 0.0 0.0 0.0
C -4.161873 -3.520132 -3.430917 0.0 0.0 0.0
C -4.394961 -2.725895 -2.316160 0.0 0.0 0.0
C -3.344411 -2.076687 -1.678445 0.0 0.0 0.0
H -7.223761 4.836528 -1.612718 0.0 0.0 0.0
H -7.079124 2.593959 -2.638641 0.0 0.0 0.0
H -5.064171 1.202113 -2.282384 0.0 0.0 0.0
H -3.319598 4.329131 0.068443 0.0 0.0 0.0
H -5.353048 5.698354 -0.247382 0.0 0.0 0.0
H 0.069150 2.536840 0.388644 0.0 0.0 0.0
H 1.740096 4.239295 -0.223218 0.0 0.0 0.0
H 1.489024 5.541781 -2.312737 0.0 0.0 0.0
H -0.467515 5.146288 -3.777863 0.0 0.0 0.0
H -2.175777 3.497859 -3.135346 0.0 0.0 0.0
H -0.807600 -3.145360 -3.635273 0.0 0.0 0.0
H -2.659369 -4.294645 -4.754117 0.0 0.0 0.0
H -4.981149 -4.028116 -3.924269 0.0 0.0 0.0
H -5.402542 -2.613924 -1.932107 0.0 0.0 0.0
H -3.557713 -1.470966 -0.804210 0.0 0.0 0.0
```
Positions in Å, forces in eV/Å.